{
  "formula": "C42H60AsF3N9O9RbSSi3Te",
  "method": "the ωB97M-V functional and the def2-TZVPD basis",
  "elements": ["Rb", "O", "C", "O", "C", "C", "C", "C", "C", "N", "C", "O", "O", "H", "H", "H", "H", "F", "C", "F", "F", "C", "C", "C", "C", "N", "C", "S", "H", "H", "H", "O", "C", "O", "C", "C", "N", "N", "C", "C", "O", "O", "H", "H", "H", "N", "N", "H", "H", "H", "H", "C", "Te", "C", "H", "H", "H", "H", "H", "H", "C", "C", "C", "C", "C", "N", "C", "O", "N", "C", "C", "C", "C", "N", "C", "C", "C", "H", "H", "H", "H", "H", "H", "H", "H", "H", "H", "H", "H", "H", "C", "Si", "C", "C", "As", "Si", "C", "C", "C", "Si", "C", "C", "C", "H", "H", "H", "H", "H", "H", "H", "H", "H", "H", "H", "H", "H", "H", "H", "H", "H", "H", "H", "H", "H", "H", "H", "H", "H", "H", "H"],
  "positions_angstrom": [[0.61503, 0.90929, -0.11528], [-0.45837, 2.02949, -5.11838], [-0.36597, 1.47899, -3.88868], [-0.42007, 2.15339, -2.89448], [-0.21427, 0.00859, -3.87398], [-0.19197, -0.78451, -5.01708], [-0.05577, -2.15601, -4.85278], [0.01453, -2.66921, -3.56978], [0.02423, -1.78451, -2.48668], [-0.07197, -0.48161, -2.64608], [0.20133, -2.30251, -1.04268], [-0.47067, -3.28581, -0.73438], [1.05173, -1.68461, -0.37698], [-0.53567, 2.99129, -5.00268], [-0.25927, -0.33191, -5.99388], [-0.00597, -2.79821, -5.72378], [0.08393, -3.72821, -3.37348], [3.68103, 6.79919, -3.83528], [2.57043, 6.73959, -3.04218], [2.40183, 8.02469, -2.63878], [1.57053, 6.49379, -3.90188], [2.72173, 5.75449, -1.94068], [3.99243, 5.43559, -1.49548], [4.15913, 4.45479, -0.53178], [3.02573, 3.74189, -0.15568], [1.81303, 4.07179, -0.52028], [1.60083, 5.14429, -1.30288], [0.02883, 5.74619, -1.40378], [4.84853, 5.94929, -1.91258], [5.12963, 4.22519, -0.12838], [3.09793, 2.87129, 0.48592], [2.27233, 4.07729, 5.55922], [1.63423, 4.95649, 4.81632], [1.47113, 6.10539, 5.19132], [1.10173, 4.50249, 3.51642], [0.42023, 5.31959, 2.62642], [0.04753, 4.56319, 1.58862], [0.45483, 3.30769, 1.72822], [1.09973, 3.22769, 2.87842], [1.79053, 1.93359, 3.23862], [2.42443, 1.89419, 4.32612], [1.70433, 0.99739, 2.42992], [2.35863, 3.14009, 5.08732], [0.18323, 6.36189, 2.70782], [-0.25897, 4.88019, 0.65902], [-1.51537, -0.96751, 2.84102], [-1.28827, 0.44679, 2.98822], [-0.64887, -1.48851, 2.99402], [-1.76207, -1.12671, 1.86652], [-0.35977, 0.71169, 2.63892], [-1.28127, 0.63869, 3.98942], [-3.65827, 4.55249, 1.31592], [-2.55287, 2.73459, 1.86812], [-4.38857, 1.58749, 1.80582], [-4.31907, 4.87739, 2.11632], [-4.24807, 4.39919, 0.41772], [-2.93937, 5.33979, 1.12172], [-4.88177, 1.73689, 0.85172], [-5.07627, 1.85299, 2.60222], [-4.10927, 0.54729, 1.90812], [-11.60227, -3.93361, 1.48732], [-10.13267, -4.14461, 1.27362], [-9.22147, -3.11401, 1.45312], [-7.86507, -3.31111, 1.26412], [-7.38357, -4.56011, 0.87132], [-6.03547, -4.82141, 0.67832], [-4.96097, -3.95151, 0.46892], [-3.85487, -4.28801, 0.80122], [-5.31787, -2.81081, -0.18948], [-4.51077, -1.73181, -0.56508], [-5.08417, -0.70051, -1.30468], [-4.30767, 0.39069, -1.64948], [-2.99137, 0.43609, -1.20898], [-2.44447, -0.55111, -0.51938], [-3.15697, -1.61981, -0.22978], [-8.29747, -5.60211, 0.70532], [-9.64697, -5.39481, 0.90412], [-11.79837, -2.90901, 1.79192], [-11.97607, -4.60651, 2.25882], [-12.15617, -4.13821, 0.57122], [-9.57097, -2.13831, 1.76342], [-7.17937, -2.50281, 1.46252], [-5.73097, -5.75941, 0.89702], [-6.27257, -2.76001, -0.51768], [-6.12397, -0.74971, -1.60798], [-4.72547, 1.20029, -2.22978], [-2.35247, 1.28389, -1.41378], [-2.63557, -2.43191, 0.25692], [-7.93757, -6.58101, 0.42062], [-10.33837, -6.21701, 0.77162], [2.98203, -4.12481, -1.37028], [3.93433, -2.47761, -1.67298], [5.71153, -3.17461, -2.03348], [3.42913, -1.76911, -3.39868], [3.60463, -0.67671, -0.16358], [4.06293, -1.80971, 1.85112], [2.51693, -2.77991, 2.39932], [4.57523, -0.72951, 3.34752], [5.50913, -3.09301, 1.68752], [5.65093, 0.46729, -0.55738], [5.20523, 1.60079, -2.05248], [6.13173, 1.57449, 0.93762], [7.37223, -0.22891, -1.13528], [2.91333, -4.72491, -2.27618], [1.97413, -3.94201, -1.02178], [3.48053, -4.72681, -0.61528], [5.67213, -4.05051, -2.67538], [6.23023, -3.46921, -1.12808], [6.31543, -2.42781, -2.53398], [3.05193, -2.52891, -4.07818], [4.26933, -1.27651, -3.88448], [2.64573, -1.02661, -3.26078], [1.74033, -2.05761, 2.62522], [2.68263, -3.39321, 3.28172], [2.14423, -3.41141, 1.60012], [3.86123, 0.07479, 3.49082], [5.56103, -0.29071, 3.22832], [4.58463, -1.31501, 4.26372], [5.21643, -3.92831, 1.05932], [5.81143, -3.49611, 2.64992], [6.38283, -2.62661, 1.23932], [4.15163, 1.87849, -1.99498], [5.35393, 1.06429, -2.98848], [5.78713, 2.51739, -2.10318], [5.24083, 1.82689, 1.50742], [6.62023, 2.50119, 0.64562], [6.80993, 1.04599, 1.60442], [7.35133, -0.45931, -2.19708], [7.64703, -1.13781, -0.60828], [8.16913, 0.49489, -0.97918]],
  "forces_ev_per_angstrom": [[-0.416, 0.855, -0.049], [0.018, -0.157, -0.374], [-0.153, 1.036, 0.307], [0.021, -0.120, -0.102], [0.139, -0.666, -0.287], [0.031, 0.356, 0.181], [-0.041, -0.048, 0.193], [-0.038, 0.108, -0.107], [0.026, -0.604, 0.259], [-0.021, 0.269, -0.121], [-0.119, -0.032, -0.660], [-0.395, -0.559, 0.028], [0.131, -0.082, 0.281], [0.048, -0.168, 0.211], [-0.029, 0.043, -0.059], [-0.032, -0.062, 0.045], [0.000, -0.087, 0.023], [0.350, -0.204, 0.121], [-0.075, 0.652, -0.523], [-0.094, -0.019, 0.295], [-0.098, -0.240, 0.057], [-0.031, -0.346, 0.152], [-0.064, -0.031, -0.031], [0.032, 0.030, -0.009], [0.551, 0.272, 0.083], [-0.192, -0.351, -0.318], [0.411, 0.295, -0.281], [-0.987, 0.372, -0.174], [0.046, 0.012, -0.008], [0.153, -0.137, 0.011], [0.099, -0.158, 0.183], [0.129, -0.443, -0.108], [-0.006, 0.250, 0.234], [0.002, -0.009, -0.040], [-0.166, -0.060, -0.309], [0.192, -0.110, 0.502], [0.124, -0.026, 0.419], [0.263, -0.692, -0.055], [-0.021, 0.424, 0.020], [-0.041, 0.204, 0.178], [0.066, 0.166, 0.264], [-0.074, -0.435, -0.251], [-0.132, 0.431, 0.009], [0.013, 0.180, -0.064], [-0.025, 0.053, -0.140], [0.208, -0.160, -0.152], [0.241, -0.293, 0.151], [-0.150, 0.147, -0.073], [0.057, 0.087, 0.187], [-0.147, -0.136, 0.233], [-0.081, 0.051, -0.302], [0.120, -0.354, 0.082], [-1.184, 0.484, -0.170], [0.271, 0.227, 0.129], [0.013, -0.089, 0.146], [-0.015, -0.113, -0.170], [0.195, 0.102, -0.047], [0.032, 0.043, -0.181], [0.020, 0.103, 0.171], [0.084, -0.273, 0.028], [0.048, -0.056, -0.031], [-0.065, 0.048, 0.023], [-0.104, -0.165, -0.074], [0.086, -0.073, 0.029], [-0.338, 0.246, 0.035], [0.107, -0.503, 0.081], [-0.308, -0.197, -0.116], [0.428, 0.110, 0.014], [-0.329, -0.022, -0.156], [0.363, 0.429, -0.090], [0.144, -0.128, 0.103], [0.075, -0.021, 0.084], [-0.206, 0.249, -0.189], [0.487, 0.207, -0.008], [-0.344, -0.597, 0.167], [-0.022, -0.008, -0.025], [0.088, 0.117, 0.080], [-0.113, 0.056, 0.029], [-0.100, 0.016, 0.054], [-0.106, 0.034, -0.023], [-0.026, 0.057, 0.022], [0.076, 0.069, 0.022], [0.105, 0.213, 0.011], [0.186, -0.066, 0.062], [-0.059, -0.046, 0.010], [0.016, 0.076, -0.018], [-0.021, 0.138, -0.083], [-0.043, -0.054, 0.061], [0.058, -0.071, -0.066], [-0.034, -0.063, -0.014], [0.024, 0.889, 0.267], [0.255, -1.128, -1.380], [-0.485, 0.631, 0.486], [-0.034, 0.006, 0.787], [1.056, -0.292, 0.006], [0.488, -0.910, 1.528], [0.401, 0.411, -0.504], [-0.257, 0.002, -0.873], [-0.580, 0.565, -0.273], [1.198, 1.215, -0.587], [-0.283, -0.490, 0.527], [-0.533, -0.514, -0.270], [-0.801, -0.334, 0.261], [0.188, 0.094, -0.254], [-0.252, -0.052, 0.137], [0.168, -0.060, 0.161], [-0.307, -0.140, -0.165], [0.129, -0.031, 0.241], [0.198, 0.179, -0.103], [-0.028, -0.230, -0.013], [0.175, 0.084, 0.043], [-0.134, 0.105, -0.080], [-0.212, 0.179, 0.028], [0.261, -0.017, 0.156], [-0.133, -0.106, -0.183], [-0.145, 0.194, 0.049], [0.215, 0.077, -0.087], [-0.046, -0.320, 0.028], [-0.043, -0.191, -0.196], [-0.106, 0.033, 0.296], [0.177, 0.090, -0.111], [0.010, 0.116, -0.086], [-0.002, -0.172, -0.107], [0.152, 0.087, 0.127], [-0.097, 0.121, 0.196], [0.050, 0.056, -0.258], [0.039, -0.146, 0.095], [-0.049, -0.071, -0.156], [0.110, -0.203, 0.103], [-0.078, 0.292, 0.147]],
  "mulliken_charge": [0.003, -0.523, 0.013, -0.340, -0.121, -0.372, -0.912, -0.546, 0.201, 1.480, -0.247, -0.863, -0.196, 0.378, 0.554, 0.415, 0.624, -0.324, 0.541, -0.276, -0.216, -0.075, -0.298, -1.196, -0.246, 0.001, 0.386, -0.682, 0.403, 0.499, 0.598, -0.626, 0.405, -0.706, 0.267, -1.013, 0.709, 0.358, 0.175, 0.141, -0.973, -0.033, 0.443, 0.532, -0.502, -0.750, -0.167, 0.348, 0.222, -0.057, 0.192, -1.188, 0.623, -1.023, 0.363, 0.321, 0.290, 0.261, 0.506, 0.105, -1.362, 0.785, -0.786, -0.346, 0.249, -0.079, 0.211, -0.639, -0.099, -0.124, -0.270, -1.676, -0.657, 0.910, -0.422, -0.530, -0.702, 0.336, 0.324, 0.309, 0.300, 0.679, 0.301, 0.383, 0.347, 0.486, 0.631, 0.722, 0.376, 0.357, -0.985, 0.302, -1.233, -1.048, 0.454, 0.684, -0.634, -0.718, -1.209, 0.414, -1.104, -1.059, -1.329, 0.426, 0.146, 0.360, 0.378, 0.298, 0.334, 0.397, 0.453, -0.001, -0.324, 0.520, 0.199, -0.146, 0.296, 0.375, 0.277, 0.402, 0.225, 0.114, 0.417, 0.435, 0.095, 0.437, 0.405, 0.318, 0.354, 0.379],
  "homo_ev": -2.5,
  "multiplicity": 1,
  "total_energy_ev": -187783.612,
  "total_charge": -2
}